[1]
CH19NO9 | ωB97M-V/def2-TZVPD

ORCA input file:
```
! wB97M-V def2-TZVPD RIJCOSX def2/J DEFGRID3
* xyz 0 1
N -0.184 -0.666 1.390
C -0.188 -1.985 1.107
O 0.810 -2.654 1.337
H 0.596 -0.364 1.948
H -1.016 -0.089 1.426
H -0.934 -2.440 0.468
O 1.841 2.327 0.018
H 2.377 1.676 -0.430
H 2.115 2.470 0.931
O 2.747 -0.205 -1.426
H 2.128 -0.663 -0.811
H 3.049 -0.986 -1.885
O 3.270 0.323 1.740
H 3.502 -0.596 1.880
H 3.628 0.548 0.876
O -2.307 1.372 1.319
H -2.071 1.966 0.548
H -2.979 1.834 1.840
O -0.081 -2.600 -2.110
H -0.477 -3.390 -2.418
H -0.601 -1.801 -2.359
O -2.910 -1.197 0.025
H -3.853 -1.107 0.186
H -2.642 -0.544 0.710
O -0.878 2.810 -0.442
H -0.620 3.771 -0.383
H -0.024 2.389 -0.149
O -1.472 -0.126 -2.122
H -0.809 0.470 -1.798
H -2.016 -0.542 -1.414
*
```

Results
SMILES = NC=O.O.O.O.O.O.O.O.O
orbital gap = 9.6 eV

Atomic partial charges in e from the natural (NBO) method, atoms 1 to 2:
1 N -0.847
2 C 0.499

=====

[2]
C5H9N3 | ωB97M-V/def2-TZVPD

ORCA input file:
```
! wB97M-V def2-TZVPD RIJCOSX def2/J DEFGRID3
* xyz 0 1
C 0.169 1.364 0.859
C 0.115 0.524 -0.413
C -1.267 0.769 -0.852
N -2.075 -0.024 -0.176
N -1.443 -1.079 0.558
C -0.181 -1.062 -0.280
C 1.240 -1.110 0.112
N 1.347 0.124 -0.854
H -0.610 0.985 1.685
H 1.420 1.275 1.195
H 0.026 2.408 0.472
H -1.818 1.391 -1.641
H -2.236 -1.762 0.201
H -0.446 -1.562 -1.160
H 1.813 -1.924 -0.348
H 1.843 -1.114 1.180
H 2.104 0.797 -0.538
*
```

Results
SMILES = C[C@]12C=NN[C@@H]1CN2
orbital gap = 10.0 eV

Atomic partial charges in e from the natural (NBO) method, atoms 1 to 2:
1 C -0.630
2 C 0.010

=====

[3]
C18H66N14O15 | ωB97M-V/def2-TZVPD

ORCA input file:
```
! wB97M-V def2-TZVPD RIJCOSX def2/J DEFGRID3
* xyz 0 1
C 2.045 2.678 -0.485
C 2.896 2.426 -1.730
O 3.890 1.429 -1.501
H 2.571 3.050 0.361
H 1.563 1.734 -0.260
H 1.198 3.386 -0.635
H 3.408 3.420 -1.968
H 2.336 2.283 -2.631
H 4.293 1.212 -2.295
C -3.671 0.148 2.877
C -4.393 0.329 1.491
O -4.933 -0.867 1.039
H -2.894 -0.599 2.755
H -4.345 -0.261 3.627
H -3.222 0.997 3.358
H -3.682 0.817 0.854
H -5.087 1.110 1.745
H -4.372 -1.279 0.318
C 0.745 -4.795 1.556
C 1.567 -4.245 0.457
O 0.876 -3.275 -0.293
H 1.246 -5.694 1.889
H -0.238 -5.165 1.332
H 0.718 -4.182 2.472
H 2.026 -4.992 -0.162
H 2.440 -3.796 0.924
H 1.418 -3.106 -1.080
C -1.961 -3.649 -3.370
O -1.725 -3.704 -4.786
N -3.034 -4.072 -2.832
N -1.138 -3.129 -2.522
H -3.627 -4.569 -3.528
H -3.083 -4.424 -1.869
H -0.208 -2.841 -2.822
H -1.287 -3.248 -1.497
C 2.007 -1.834 -2.905
O 1.897 -0.467 -2.709
N 2.842 -2.536 -2.190
N 1.261 -2.511 -3.707
H 3.523 -2.052 -1.568
H 3.151 -3.522 -2.311
H 0.728 -1.832 -4.361
H 1.393 -3.467 -3.980
C 2.328 3.931 3.657
O 2.087 3.680 5.014
N 3.396 4.394 3.134
N 1.578 3.480 2.746
H 3.945 4.931 3.775
H 3.435 4.575 2.125
H 0.781 3.042 3.229
H 1.232 4.097 1.965
C -1.378 3.595 3.889
O -0.871 4.160 5.087
N -2.285 4.169 3.248
N -0.992 2.489 3.385
H -2.692 5.071 3.548
H -2.636 3.900 2.355
H -0.546 1.901 4.094
H -1.289 2.245 2.452
C 3.837 -1.443 0.398
O 4.366 -2.172 1.462
N 2.605 -1.021 0.321
N 4.543 -1.158 -0.649
H 1.958 -1.575 0.930
H 2.152 -0.507 -0.425
H 5.577 -1.192 -0.430
H 4.313 -0.556 -1.422
C 1.767 0.108 3.244
O 1.361 -1.191 2.974
N 1.808 0.861 2.196
N 2.099 0.717 4.351
H 2.192 0.414 1.377
H 1.943 1.901 2.294
H 2.571 0.095 5.109
H 2.571 1.569 4.177
C -0.776 -0.363 -4.844
O -0.629 0.878 -5.277
N -1.111 -0.610 -3.642
N -0.531 -1.416 -5.516
H -1.197 0.183 -3.058
H -1.389 -1.542 -3.221
H -0.414 -1.359 -6.585
H -0.910 -2.319 -5.329
C -0.408 4.941 0.639
O 0.821 5.577 0.783
H -0.826 5.090 -0.383
H -1.064 5.462 1.235
H -0.395 3.848 0.892
H 1.307 5.617 -0.052
C -1.933 -3.125 1.520
O -2.851 -4.120 2.107
H -2.568 -2.218 1.313
H -1.491 -3.404 0.566
H -1.144 -2.905 2.269
H -3.778 -4.005 1.827
C -3.857 -0.903 -1.807
O -3.734 -2.047 -1.006
H -3.400 -1.174 -2.774
H -3.391 -0.074 -1.318
H -4.919 -0.679 -2.024
H -3.717 -2.796 -1.611
C -0.508 -0.265 0.285
O -0.627 1.015 0.871
H 0.190 -0.321 -0.561
H -1.443 -0.604 -0.168
H -0.180 -1.096 0.946
H 0.157 1.099 1.469
C -0.632 2.440 -2.724
O -1.511 2.106 -1.642
H 0.178 1.711 -2.835
H -0.166 3.440 -2.490
H -1.139 2.569 -3.631
H -0.911 1.951 -0.892
*
```

Results
orbital gap = 8.4 eV

Atomic partial charges in e from the Mulliken method, atoms 1 to 2:
1 C 0.996
2 C -0.859

=====

[4]
C12H40BO8V | ωB97M-V/def2-TZVPD

ORCA input file:
```
! wB97M-V def2-TZVPD RIJCOSX def2/J DEFGRID3
* xyz 0 1
O 0.550 2.838 -2.942
V -0.608 2.083 -2.161
O -1.997 2.225 -2.942
B -0.591 1.493 -0.025
H -0.628 0.594 -0.833
H -0.694 1.014 1.076
H 0.485 2.005 -0.168
H -1.462 2.285 -0.269
C 2.266 -0.788 1.951
O 2.591 -0.204 3.196
H 1.236 -1.164 1.941
H 2.442 -0.090 1.118
H 2.966 -1.602 1.753
H 2.024 0.573 3.283
C -2.054 -1.688 1.652
O -0.932 -1.633 0.793
H -2.821 -0.954 1.369
H -2.531 -2.664 1.598
H -1.787 -1.491 2.696
H -0.650 -0.711 0.768
C -0.055 4.766 -0.413
O -1.069 4.496 -1.405
H -0.339 4.306 0.527
H 0.921 4.395 -0.734
H 0.054 5.843 -0.257
H -0.892 5.175 -2.064
C 1.706 -3.930 -0.065
C 1.286 -3.301 -1.400
C 0.028 -3.974 -1.937
O 1.091 -1.887 -1.256
H 0.871 -3.972 0.632
H 2.556 -3.381 0.343
H 2.072 -4.944 -0.241
H 2.073 -3.429 -2.144
H -0.863 -3.689 -1.371
H 0.124 -5.061 -1.861
H -0.163 -3.754 -2.988
H 0.439 -1.757 -0.555
C 0.536 -1.254 -4.890
C -0.429 -0.325 -4.199
C -1.749 -0.954 -3.853
O 0.239 0.172 -3.007
H 0.162 -1.623 -5.847
H 0.651 -2.164 -4.289
H 1.510 -0.789 -5.012
H -0.593 0.565 -4.806
H -2.298 -0.286 -3.187
H -1.652 -1.888 -3.294
H -2.337 -1.099 -4.759
H 0.559 -0.577 -2.454
C 0.755 1.922 5.421
C -0.031 1.446 4.213
C -1.401 2.100 4.135
O 0.754 1.844 3.048
H 0.758 3.010 5.504
H 1.797 1.598 5.389
H 0.313 1.529 6.340
H -0.090 0.353 4.218
H -1.363 3.150 4.411
H -2.101 1.618 4.827
H -1.840 1.945 3.146
H 0.203 1.684 2.278
*
```

Results
orbital gap = 9.1 eV

Atomic partial charges in e from the Mulliken method, atoms 1 to 2:
1 O -0.463
2 V 0.931

=====

[5]
C2H4BrOP | ωB97M-V/def2-TZVPD

ORCA input file:
```
! wB97M-V def2-TZVPD RIJCOSX def2/J DEFGRID3
* xyz 0 1
C -0.381 2.775 0.456
C 0.678 -1.731 -0.536
O 0.366 3.694 0.358
P -0.277 -0.251 -0.850
Br -1.888 -0.562 0.640
H -1.146 2.320 1.078
H 0.048 -2.533 -0.636
H 0.965 -1.753 0.600
H 1.635 -1.958 -1.109
*
```

Results
orbital gap (alpha / beta) = 6.7 / 8.6 eV

Atomic partial charges in e from the natural (NBO) method, atoms 1 to 2:
1 C 0.349
2 C -1.046

=====

[6]
C4H10N2 | ωB97M-V/def2-TZVPD

ORCA input file:
```
! wB97M-V def2-TZVPD RIJCOSX def2/J DEFGRID3
* xyz 0 1
C 2.464 -0.344 -0.503
C 1.794 0.180 0.513
N 0.202 0.650 0.555
C -0.585 -0.242 -0.152
C -2.014 0.881 -0.304
N -0.972 -1.400 0.523
H 3.544 -0.418 -0.495
H 1.975 -0.749 -1.380
H 2.318 0.549 1.389
H 0.175 1.633 0.341
H -0.262 -0.477 -1.170
H -2.111 1.718 0.382
H -1.954 1.231 -1.332
H -2.908 0.281 -0.166
H -1.219 -1.260 1.494
H -0.448 -2.234 0.306
*
```

Results
SMILES = C=CN[C@H](C)N
orbital gap = 9.7 eV

Atomic partial charges in e from the natural (NBO) method, atoms 1 to 2:
1 C -0.455
2 C -0.019

=====

[7]
C30H37F3NO9SbTi | ωB97M-V/def2-TZVPD

ORCA input file:
```
! wB97M-V def2-TZVPD RIJCOSX def2/J DEFGRID3
* xyz -2 1
Ti -1.695 -1.557 -0.801
O 0.228 -5.306 -0.803
C 0.147 -4.152 -0.399
O -0.664 -3.268 -0.861
C 1.092 -3.709 0.725
C 2.086 -2.589 0.334
C 3.305 -2.692 1.268
C 2.683 -2.193 2.600
C 1.262 -1.799 2.136
O 1.483 -1.386 0.796
C 0.414 -3.066 1.976
C -1.080 -2.821 1.757
O -1.863 -3.661 2.164
O -1.406 -1.710 1.162
H 1.644 -4.604 1.010
H 2.290 -2.506 -0.731
H 4.095 -2.020 0.928
H 3.710 -3.703 1.330
H 3.215 -1.324 2.990
H 2.664 -2.960 3.376
H 0.787 -0.995 2.695
H 0.488 -3.729 2.838
O -2.490 -0.140 -1.716
O -2.617 0.018 -0.306
O -2.555 -2.676 -2.710
C -3.534 -3.014 -2.037
C -4.681 -3.896 -2.488
C -5.643 -3.782 -1.311
C -4.863 -2.977 -0.248
O -5.322 -2.719 0.842
N -3.652 -2.605 -0.766
H -4.291 -4.906 -2.628
H -5.075 -3.551 -3.443
H -5.947 -4.736 -0.880
H -6.547 -3.222 -1.552
F 5.684 1.977 -6.012
C 5.678 2.170 -4.668
F 6.858 1.695 -4.216
F 5.727 3.517 -4.505
C 4.501 1.551 -4.002
C 4.652 0.598 -3.003
C 3.536 0.044 -2.401
C 2.240 0.421 -2.781
C 2.112 1.391 -3.792
C 3.223 1.946 -4.392
C 1.094 -0.145 -2.164
C 0.108 -0.631 -1.632
H 5.641 0.291 -2.692
H 3.649 -0.693 -1.616
H 1.117 1.693 -4.090
H 3.104 2.692 -5.169
C -0.733 3.365 -1.424
C -1.606 3.100 -0.200
C -2.037 4.397 0.469
Sb -0.623 1.629 1.076
C 0.790 3.069 2.024
C 0.999 2.832 3.513
C 2.118 2.930 1.279
C -2.088 1.707 2.702
C -3.521 1.506 2.216
C -1.749 0.645 3.745
H -1.257 3.997 -2.153
H -0.459 2.430 -1.918
H 0.190 3.887 -1.149
H -2.487 2.542 -0.526
H -1.176 4.987 0.795
H -2.668 4.223 1.342
H -2.606 5.023 -0.233
H 0.411 4.086 1.880
H 1.415 1.834 3.694
H 0.071 2.907 4.084
H 1.711 3.555 3.937
H 2.515 1.915 1.390
H 2.876 3.631 1.657
H 2.010 3.101 0.206
H -1.992 2.705 3.149
H -3.644 0.527 1.752
H -3.822 2.251 1.478
H -4.219 1.568 3.062
H -1.868 -0.351 3.311
H -2.422 0.717 4.609
H -0.722 0.729 4.116
*
```

Results
orbital gap = 6.5 eV

Atomic partial charges in e from the Mulliken method, atoms 1 to 2:
1 Ti -0.163
2 O -0.823

=====

[8]
C5H14N2S | ωB97M-V/def2-TZVPD

ORCA input file:
```
! wB97M-V def2-TZVPD RIJCOSX def2/J DEFGRID3
* xyz 0 1
C -2.961 -0.165 -0.378
N -1.794 0.284 0.438
C -0.654 -0.626 0.511
C 0.329 -0.426 -0.696
C 1.524 -1.348 -0.557
N 2.618 -0.920 0.291
S 0.662 1.380 -0.996
C 1.054 2.102 0.612
H -3.374 -1.105 -0.041
H -3.714 0.628 -0.316
H -2.673 -0.258 -1.456
H -1.557 1.219 0.188
H -0.111 -0.623 1.454
H -1.092 -1.657 0.451
H -0.187 -0.697 -1.641
H 1.965 -1.533 -1.539
H 1.231 -2.309 -0.231
H 2.289 -0.624 1.182
H 2.920 -0.051 -0.124
H 2.147 1.938 0.796
H 0.877 3.180 0.645
H 0.501 1.611 1.406
*
```

Results
SMILES = CNC[C@H](CN)SC
orbital gap = 9.3 eV

Atomic partial charges in e from the natural (NBO) method, atoms 1 to 2:
1 C -0.410
2 N -0.650

=====

[9]
C4H8N3 | ωB97M-V/def2-TZVPD

ORCA input file:
```
! wB97M-V def2-TZVPD RIJCOSX def2/J DEFGRID3
* xyz 1 1
C 2.428 -1.994 3.328
C 1.840 -1.564 2.303
C -0.740 0.495 -0.810
C -1.463 1.145 -1.925
N -1.225 0.627 0.410
N 0.485 0.019 -1.018
N 1.366 -1.042 1.309
H 3.280 -2.206 3.918
H -2.297 1.828 -1.583
H -2.052 0.528 -2.770
H -0.817 1.549 -2.720
H 0.977 -0.221 -1.819
H 1.018 -0.327 -0.283
H -0.597 0.482 1.166
H -2.202 0.683 0.494
*
```

Results
orbital gap (alpha / beta) = 7.7 / 7.7 eV

Atomic partial charges in e from the natural (NBO) method, atoms 1 to 2:
1 C 0.045
2 C 0.075

=====

[10]
CHF2NO3 | ωB97M-V/def2-TZVPD

ORCA input file:
```
! wB97M-V def2-TZVPD RIJCOSX def2/J DEFGRID3
* xyz 0 1
O -0.041 1.861 0.009
C 0.660 0.934 0.072
F 1.867 0.734 0.419
N 0.003 -0.518 -0.307
O 0.633 -1.135 -1.123
O -1.321 -0.490 -0.483
F 0.075 -1.233 1.101
H -1.876 -0.153 0.313
*
```

Results
SMILES = O=C(F)[N@+]([O-])(O)F
orbital gap = 11.4 eV

Atomic partial charges in e from the natural (NBO) method, atoms 1 to 2:
1 O -0.476
2 C 0.964

=====

[11]
C6H8 | ωB97M-V/def2-TZVPD

ORCA input file:
```
! wB97M-V def2-TZVPD RIJCOSX def2/J DEFGRID3
* xyz 0 1
C -1.033 0.611 -0.554
C -1.828 1.637 -0.530
C -0.463 -1.486 -0.809
C -0.113 -0.160 -1.391
C -0.134 -0.314 0.202
C 0.730 -0.239 1.455
H -2.380 1.884 0.342
H -1.983 2.289 -1.409
H -1.476 -1.901 -0.810
H 0.373 -2.186 -1.030
H 1.354 -0.491 -3.385
H 1.502 -0.977 1.418
H 0.232 -0.308 2.345
H 1.470 0.630 1.495
*
```

Results
orbital gap (alpha / beta) = 7.2 / 8.3 eV

Atomic partial charges in e from the natural (NBO) method, atoms 1 to 2:
1 C -0.038
2 C -0.484

=====

[12]
C36H37NP2PbSe | ωB97M-V/def2-TZVPD

ORCA input file:
```
! wB97M-V def2-TZVPD RIJCOSX def2/J DEFGRID3
* xyz 0 1
Pb -0.098 0.038 3.056
C -1.900 0.852 -4.525
C -1.909 -0.414 -4.101
C -1.044 -1.570 -4.504
C 0.290 -1.232 -5.209
C 1.195 -0.370 -4.383
C 1.204 0.961 -4.260
C 0.341 1.994 -4.916
C -0.995 1.505 -5.527
C 1.498 0.578 4.618
H -2.644 1.534 -4.072
H -2.676 -0.680 -3.357
H -1.619 -2.262 -5.142
H -0.814 -2.145 -3.588
H 0.805 -2.197 -5.403
H 0.090 -0.797 -6.196
H 1.940 -0.929 -3.786
H 1.970 1.392 -3.598
H 0.914 2.522 -5.696
H 0.109 2.763 -4.158
H -1.511 2.399 -5.935
H -0.796 0.855 -6.387
H 1.250 1.532 5.024
H 2.450 0.467 4.176
H 1.494 -0.298 5.414
P -1.600 -0.572 1.274
P 1.684 0.007 1.265
C -0.565 -0.760 -0.121
C 0.769 -0.549 -0.119
C -2.480 -2.054 1.555
C -2.837 -2.791 0.425
C -3.563 -3.974 0.582
C -3.936 -4.408 1.854
C -3.583 -3.658 2.979
C -2.854 -2.476 2.834
C -2.702 0.784 0.981
C -2.285 2.119 0.984
C -3.225 3.128 0.755
C -4.563 2.805 0.524
C -4.965 1.467 0.525
C -4.037 0.454 0.746
C 3.051 -1.042 1.556
C 2.939 -2.331 2.096
C 4.095 -3.090 2.289
C 5.346 -2.573 1.948
C 5.442 -1.286 1.412
C 4.300 -0.522 1.210
C 2.212 1.657 0.913
C 2.420 2.598 1.918
C 2.866 3.879 1.581
C 3.109 4.208 0.248
C 2.906 3.255 -0.755
C 2.463 1.975 -0.428
H -1.105 -1.050 -1.034
H 1.375 -0.668 -1.032
H -2.558 -2.451 -0.569
H -3.840 -4.556 -0.300
H -4.507 -5.330 1.971
H -3.878 -3.991 3.975
H -2.575 -1.878 3.705
H -1.241 2.376 1.181
H -2.905 4.170 0.759
H -5.294 3.594 0.347
H -6.009 1.208 0.352
H -4.351 -0.590 0.750
H 1.965 -2.731 2.378
H 4.015 -4.092 2.712
H 6.246 -3.169 2.100
H 6.416 -0.872 1.149
H 4.374 0.485 0.799
H 2.236 2.327 2.958
H 3.029 4.617 2.369
H 3.460 5.207 -0.014
H 3.100 3.509 -1.800
H 2.313 1.232 -1.209
Se -0.013 -0.004 8.096
C -0.030 -0.012 6.508
N -0.174 -0.082 5.271
*
```

Results
orbital gap (alpha / beta) = 4.9 / 5.2 eV

Atomic partial charges in e from the Mulliken method, atoms 1 to 2:
1 Pb 1.410
2 C -0.312

=====

Listing total energy for the structures above in their given order: -781.43282 -359.94117 -2620.37087 -2051.91478 -3069.09892 -267.81676 -3286.73058 -706.57019 -321.08324 -518.72833 -233.09929 -4725.31769 Ha.
Listing relative energy (zero: lowest compared OMol25 entry of this formula, charge and spin) for the structures above in their given order: 0.0 160.7 115.8 0.0 72.0 68.1 15.7 12.5 130.6 67.6 180.5 52.1 kcal/mol.